The following is a quantum chemistry calculation of a molecular structure, C35H45FN5O4PdS, from the OMol25 dataset.

Positions of all 92 atoms, in Å:
Pd 0.3076 -0.5998 -2.8168
F 2.2807 0.9434 3.9213
C 1.3751 0.0400 3.5944
C 0.9641 -0.1010 2.2615
C -0.0124 -1.0014 1.8619
C -0.4656 -0.9935 0.4761
O 0.1488 -0.2976 -0.3507
C -1.5653 -1.9807 0.1545
C -2.0087 -2.8180 1.2686
N -1.5909 -2.7386 2.5727
C -2.2584 -3.6398 3.4846
C -1.4384 -4.4870 4.3735
C -2.1975 -5.0819 3.1803
C -0.6484 -1.7818 2.8334
C -0.3569 -1.5531 4.1947
C 0.6889 -0.6518 4.6193
N 0.9103 -0.6111 6.0141
C 1.6599 0.5244 6.6414
C 1.0720 0.6411 8.0410
N 1.2080 -0.6302 8.8682
C 0.5016 -1.7362 8.1541
C 1.0158 -1.8537 6.7433
C -2.0419 -2.2080 -1.1787
O -3.2085 -2.7950 -1.3384
O -1.2373 -1.9218 -2.1270
H 1.3670 0.4709 1.4937
H -2.6175 -3.6793 1.0287
H -3.1471 -3.2227 3.8990
H -1.8441 -4.5474 5.3951
H -0.3705 -4.4435 4.3068
H -3.1195 -5.6158 3.3932
H -1.5194 -5.4536 2.4301
H -0.8355 -1.9539 4.9992
H 1.2745 1.4173 6.0988
H 2.6882 0.4398 6.4392
H 0.0212 0.8922 8.0272
H 1.5748 1.4018 8.6871
H 0.8752 -0.5197 9.7996
H 2.1761 -0.8456 8.9456
H -0.5672 -1.6604 8.2018
H 0.7546 -2.5857 8.7566
H 0.3139 -2.5923 6.2977
H 2.0559 -2.2019 6.7955
C 3.7710 3.6147 -3.8532
C 4.0777 2.3907 -3.0180
C 5.3376 1.7362 -3.5601
C 4.3937 2.8178 -1.4978
C 2.9256 1.4165 -2.8814
C 2.0395 0.6031 -2.8831
H 4.4631 4.4020 -3.5902
H 2.7677 3.8052 -3.6346
H 3.8599 3.2320 -4.8346
H 6.2068 2.3990 -3.5615
H 5.1883 1.2547 -4.4754
H 5.5542 0.8787 -2.9150
H 5.1036 3.6806 -1.4523
H 4.7254 1.8968 -0.9827
H 3.4276 3.0489 -1.0524
C -2.6942 3.5191 0.2647
C -2.4019 4.0264 -1.1178
C -1.4083 3.1452 -1.9503
S -2.1192 1.5521 -2.4685
O -0.9441 0.9633 -3.3860
C -3.3566 1.9872 -3.6864
C -3.0085 3.1990 -4.5292
C -3.9289 3.1503 -5.7642
H -3.2253 4.2111 0.8827
H -1.7458 3.3565 0.8709
H -3.3147 2.6200 0.0763
H -1.7825 4.9630 -1.1885
H -3.2902 4.1442 -1.7243
H -0.4572 2.8409 -1.5659
H -1.0761 3.7093 -2.8489
H -4.3280 1.9764 -3.2931
H -3.3729 1.0632 -4.2563
H -1.9436 3.1974 -4.7661
H -3.1718 4.1522 -4.0061
H -3.7458 2.2553 -6.3343
H -3.7143 4.0486 -6.3783
H -5.0011 3.1118 -5.4775
N 0.2851 -6.2221 -5.9174
C 0.3145 -5.0804 -5.9754
C 0.3375 -3.6215 -6.0639
C 0.3729 -2.8638 -7.2094
C 0.3884 -1.5252 -7.1234
C 0.2894 -0.9308 -5.8553
N 0.2961 -1.6010 -4.7152
C 0.3437 -2.9557 -4.8446
H 0.4195 -3.3148 -8.2138
H 0.4705 -0.8752 -8.0150
H 0.1987 0.1848 -5.7216
H 0.2897 -3.5310 -3.9478

Calculated values
net charge: +3
multiplicity: 5
LUMO energy (alpha / beta): -7.290 / -10.452 eV
energy relative to the best compared isomer or geometry (same formula, charge and spin): 127.2 kJ/mol



The following is a quantum chemistry calculation of a molecular structure, C3Ag5O9, from the OMol25 dataset.

Positions of all 17 atoms, in Å:
Ag 2.6517 -1.3541 1.5556
Ag -0.8063 3.0501 0.8207
Ag -2.4191 0.5644 1.5275
Ag -0.2422 0.8561 -3.6096
Ag -1.1516 -2.6796 -0.0984
C -0.1315 -2.7886 2.3763
O -1.3541 -2.5534 2.2078
O 0.7085 -2.3439 3.2331
O 0.3130 -3.4908 1.5966
C -0.4620 -0.0997 -0.4163
O -0.5943 -0.6767 -1.4738
O -0.8043 0.9958 -0.2384
O 0.3060 -0.6533 0.3715
C 1.0475 2.7966 -1.9583
O 1.8002 1.8241 -2.0842
O 0.8221 3.4136 -0.9385
O 0.3164 3.1394 -2.8715

Calculated values
net charge: -1
LUMO energy: -0.106 eV
energy relative to the best compared isomer or geometry (same formula, charge and spin): 0.0 kJ/mol



The following is a quantum chemistry calculation of a molecular structure, CH3NOS2, from the OMol25 dataset.

Positions of all 8 atoms, in Å:
C -0.4330 0.4094 -1.5188
N -0.5264 -0.0753 0.3175
O -0.5496 -0.4620 -2.2596
S -0.5110 -1.7547 0.5500
S 0.6418 0.8497 0.9831
H 0.2047 1.3698 -1.4118
H -1.7893 -1.8569 0.6503
H 1.7247 0.0328 0.5849

Calculated values
net charge: 0
LUMO energy: 0.099 eV
energy relative to the best compared isomer or geometry (same formula, charge and spin): 224.3 kJ/mol



The following is a quantum chemistry calculation of 2 unconnected molecules or ions with the total composition C16H15N4O4, from the OMol25 dataset.

Positions of all 39 atoms, in Å:
H -1.8653 -2.7381 2.0989
C -1.6461 -2.6826 1.0238
C -1.8302 -1.4630 0.3048
C -2.5110 -0.3374 0.8722
C -2.7680 0.8080 0.1307
C -2.3404 0.8757 -1.2157
N -2.6169 2.0362 -2.0037
O -2.2204 2.0772 -3.1935
O -3.2506 2.9803 -1.4774
C -1.6313 -0.2002 -1.7973
C -1.3973 -1.3471 -1.0553
N -1.3356 -3.8110 0.3821
N -1.3321 -4.9796 0.3784
H -2.8721 -0.4082 1.8993
H -3.2933 1.6654 0.5553
H -1.2893 -0.0951 -2.8237
H -0.8939 -2.1869 -1.5323
C 3.3520 -5.1979 -1.4231
C 2.7705 -5.4626 -0.0550
O 1.3856 -5.8365 -0.2110
C 0.8748 -6.4756 0.8749
C -0.4664 -6.9476 0.5623
C -1.0799 -7.9769 1.3519
C -0.6940 -8.3244 2.6850
C -1.3313 -9.3908 3.3524
N -2.2657 -10.1528 2.7761
C -2.6815 -9.8338 1.5445
C -2.1535 -8.7567 0.8099
O 1.4896 -6.5501 1.9399
H 4.1875 -4.4975 -1.3091
H 3.7577 -6.1095 -1.8771
H 2.6093 -4.7881 -2.1112
H 3.3342 -6.2843 0.4244
H 2.7845 -4.5618 0.5837
H -0.7792 -6.8690 -0.4835
H 0.1159 -7.7700 3.1549
H -1.0564 -9.6290 4.3923
H -3.4769 -10.4645 1.1294
H -2.5336 -8.5369 -0.1855

Calculated values
net charge: -1
LUMO energy: 1.409 eV



The following is a quantum chemistry calculation of 2 unconnected molecules or ions with the total composition C4H8N2OP, from the OMol25 dataset.

Positions of all 16 atoms, in Å:
C -0.5436 -0.5959 -2.2761
C 0.7907 0.7425 0.3522
C -0.9122 -1.7084 0.6961
C -0.5278 0.6722 0.7513
N 1.3678 1.9320 0.1080
N -1.2407 -0.4706 0.9786
O 1.5339 -0.3554 0.2351
P -1.2291 -1.8958 -1.7521
H -0.1362 0.2145 -2.8217
H 0.1268 -1.9636 0.5671
H -1.5980 -2.4889 0.9872
H -1.0609 1.5926 0.9110
H 2.3456 2.0048 -0.1177
H 0.8390 2.7832 0.1522
H -2.2005 -0.2978 1.2674
H 2.4452 -0.1653 -0.0387

Calculated values
net charge: +1
LUMO energy (alpha / beta): -4.606 / -4.607 eV
energy relative to the best compared isomer or geometry (same formula, charge and spin): 202.2 kJ/mol



The following is a quantum chemistry calculation of a molecular structure, C19H43N2OP3STb, from the OMol25 dataset.

Positions of all 70 atoms, in Å:
Tb -0.9739 0.8188 0.3374
P -0.9945 -2.0890 0.5697
P 2.0685 0.5206 -0.2710
P -0.6217 -0.1319 -2.4667
H -4.9418 2.7701 0.7103
C -4.6760 2.0048 -0.0697
C -5.4198 0.7095 0.2895
H -5.0022 0.2290 1.1986
C -1.4049 -2.6860 2.2547
C 0.5983 -2.9929 0.3225
C -2.1281 -3.1526 -0.4120
C 2.5123 2.2637 -0.6424
C 3.2332 0.2358 1.1204
C 3.0572 -0.3577 -1.5574
C -2.2006 -0.2350 -3.3858
C 0.1745 -1.6403 -3.1562
C 0.2132 1.1921 -3.4270
H -5.0846 2.4433 -1.0032
H -6.4723 0.9971 0.4796
H -2.4427 -2.4182 2.4870
H -0.7454 -2.2349 3.0081
H -1.3072 -3.7806 2.2926
H 1.4130 -2.4877 0.8611
H 0.8594 -3.0355 -0.7433
H 0.5074 -4.0196 0.7089
H -3.0975 -2.6443 -0.5122
H -2.2753 -4.1117 0.1082
H -1.7263 -3.3499 -1.4142
H 3.6060 2.3520 -0.7110
H 2.1420 2.9130 0.1636
H 2.0535 2.5834 -1.5868
H 4.2224 0.6317 0.8462
H 3.3300 -0.8403 1.3202
H 2.8865 0.7316 2.0356
H 4.1159 -0.0742 -1.4576
H 2.7171 -0.1193 -2.5710
H 2.9692 -1.4424 -1.4082
H -1.9731 -0.4776 -4.4333
H -2.7517 0.7114 -3.3406
H -2.8290 -1.0272 -2.9626
H 0.1781 -1.5521 -4.2542
H -0.4028 -2.5319 -2.8750
H 1.2063 -1.7464 -2.7980
H -0.1592 1.1598 -4.4594
H 1.3022 1.0728 -3.4295
H -0.0242 2.1758 -3.0017
C -3.1901 1.8262 -0.0534
C -2.4246 2.5490 -0.9864
C -1.8277 3.7360 -0.4869
C -1.8617 3.9978 0.9026
C -2.2708 3.0194 1.8498
C -2.8121 1.8025 1.3451
S -5.5865 -0.4164 -1.1452
H -5.3864 0.5364 -1.9995
H -2.5016 2.3008 -2.0437
H -1.4867 4.4978 -1.2028
H -1.6380 5.0047 1.2860
H -2.3678 3.2373 2.9398
H -3.2043 0.9872 1.9871
C 1.4335 -0.9766 3.9484
N 1.1132 0.4121 4.2481
C 0.3842 1.2266 3.4851
N 0.1473 2.4649 3.9677
O -0.0771 0.9189 2.3125
H 1.3100 -1.1573 2.8872
H 0.7935 -1.6381 4.5278
H 2.4690 -1.1663 4.2208
H 1.3794 0.8017 5.1448
H -0.4537 3.0919 3.4407
H 0.4751 2.7227 4.8878

Calculated values
net charge: +3
multiplicity: 7
LUMO energy (alpha / beta): -10.781 / -10.690 eV



The following is a quantum chemistry calculation of 2 unconnected molecules or ions with the total composition C5H11NO, from the OMol25 dataset.

Positions of all 18 atoms, in Å:
C -1.8102 -1.5819 -1.2314
N -0.8002 -1.3004 -0.4866
C -0.7138 -1.9325 0.8156
C -0.5374 -0.9074 1.9238
H -2.5775 -2.2995 -0.9357
H -1.8881 -1.1070 -2.2511
H -1.4909 -2.6706 1.0013
H 0.2591 -2.4653 0.7969
H -0.4221 -1.4019 2.8989
H 0.4465 -0.3853 1.8051
H -1.2509 -0.0822 1.9471
C 2.2133 2.7436 -0.4384
C 1.5016 1.6321 -0.6956
O 0.2171 1.4927 -0.2006
H 3.2032 2.9294 -0.8977
H 1.7240 3.6199 0.0068
H 1.9503 0.7552 -1.2049
H -0.0106 0.5451 -0.3993

Calculated values
net charge: 0
structure (SMILES): C=NCC.C=CO
LUMO energy: 0.912 eV
energy relative to the best compared isomer or geometry (same formula, charge and spin): 239.1 kJ/mol



The following is a quantum chemistry calculation of a single C4H11NO molecule, from the OMol25 dataset.

Positions of all 17 atoms, in Å:
C -0.1192 1.6116 1.1522
N 0.2197 0.7949 -0.0236
C -0.6882 1.1100 -1.1215
C -0.0761 -0.6200 0.3935
C 0.6807 -1.6214 -0.4974
O 0.9276 -2.7844 0.3454
H 0.3724 2.5936 1.0478
H -1.1916 1.8363 1.1646
H 0.1188 1.1043 2.0798
H -1.7393 1.2403 -0.7829
H -0.7071 0.3140 -1.8565
H -0.4198 2.0605 -1.5794
H -1.1464 -0.8354 0.4103
H 0.2934 -0.7890 1.4038
H 1.4958 -0.9662 -0.8267
H 0.1807 -2.0094 -1.3799
H 1.7985 -3.0396 0.0702

Calculated values
net charge: 0
structure (SMILES): CN(C)CCO
LUMO energy: 1.035 eV
energy relative to the best compared isomer or geometry (same formula, charge and spin): 181.8 kJ/mol



The following is a quantum chemistry calculation of a molecular structure, C48H62AsN5O11RbS4Sb2, from the OMol25 dataset.

Positions of all 134 atoms, in Å:
Rb 1.1777 0.1074 0.7600
C -0.9584 -5.9393 1.6068
Sb -1.1423 -3.9290 2.4351
C -2.9173 -3.4567 1.2503
C -2.2952 -4.4101 4.2719
C -1.4779 -5.3738 5.1756
C -1.4837 -6.7298 4.7858
C -0.7288 -7.6758 5.4675
C 0.0589 -7.2570 6.5628
C 0.0326 -5.9427 6.9509
C -0.7294 -4.9512 6.2919
C -0.5976 -3.5336 6.7271
Sb 0.9951 -2.3376 5.8028
C 2.3464 -3.7825 5.1350
C 1.5021 -1.1859 7.4860
H -0.5094 -6.6063 2.3157
H -0.2918 -5.8612 0.7407
H -1.9337 -6.3124 1.2827
H -3.6768 -4.1377 1.6281
H -2.7501 -3.6659 0.2060
H -3.1697 -2.3939 1.3906
H -3.1782 -4.9441 3.9328
H -2.5366 -3.4709 4.7140
H -2.0649 -7.0472 3.9346
H -0.7164 -8.7127 5.1335
H 0.6253 -7.9546 7.1625
H 0.6345 -5.6632 7.8280
H -0.2273 -3.5123 7.7590
H -1.5492 -2.9874 6.7340
H 3.3458 -3.3999 5.0759
H 1.9160 -4.1225 4.1753
H 2.2777 -4.6416 5.8006
H 2.0794 -0.3260 7.1667
H 2.0575 -1.7645 8.2179
H 0.5834 -0.8897 7.9268
O 2.6816 -2.4972 1.3199
H 3.3561 -1.8633 1.0384
H 2.5015 -2.2558 2.2309
O -3.1161 0.4091 0.0129
H -4.0170 0.1617 0.1552
H -2.9735 1.1858 0.5807
O 2.5541 -5.2228 -0.4931
H 2.6680 -4.4465 0.0532
H 1.9612 -4.9871 -1.2185
O 4.4860 -0.2149 0.8702
H 5.2191 0.3486 0.6191
H 4.1593 0.0933 1.7391
O -1.2574 -0.2038 5.2498
N -0.8138 -1.0929 4.7247
O -1.9491 1.4355 -2.6095
H -1.0889 1.7701 -2.2513
H -2.2469 0.8438 -1.9015
C -4.1082 7.3443 -2.7203
C -2.7051 7.5561 -2.1169
N -2.2691 6.4274 -1.3231
C -1.2168 5.6160 -1.9584
C -1.7089 4.7087 -3.0498
C -2.5509 6.4221 0.0202
O -3.1808 7.3533 0.5267
C -2.0293 5.2660 0.8214
C -1.3101 5.4845 1.9510
C -0.9396 4.4404 2.7961
C -1.2691 3.1648 2.3755
N -1.9965 2.9110 1.2708
C -2.3567 3.9379 0.5079
H -4.3583 8.1179 -3.4224
H -4.9009 7.2962 -1.9988
H -4.1384 6.4159 -3.2803
H -2.7089 8.4750 -1.4871
H -2.0045 7.7584 -2.9136
H -0.6949 5.0624 -1.2046
H -0.5102 6.3052 -2.3559
H -2.4935 4.0424 -2.6418
H -0.9153 4.1275 -3.4818
H -2.1354 5.2189 -3.8955
H -1.1099 6.5128 2.2578
H -0.4019 4.5491 3.7184
H -0.9836 2.3208 2.9895
H -2.9302 3.6928 -0.3874
O 3.0323 0.2939 2.9798
S 2.1821 0.2601 4.1895
O 2.4737 1.2280 5.2031
O 0.7655 0.3075 3.7215
O 2.4171 -1.1169 4.7779
S 4.1879 4.3905 -4.7941
C 3.4261 4.0633 -3.3471
S 2.4956 2.6929 -2.9722
C 1.8089 3.4757 -1.5046
N 2.4048 4.5979 -1.3052
N 3.2908 4.9174 -2.2994
C 3.8559 6.2425 -2.2588
C 2.9792 7.3196 -2.0986
C 3.4693 8.5715 -1.9247
C 4.8368 8.8230 -1.8375
C 5.6942 7.7636 -1.9835
C 5.1992 6.4716 -2.2182
S 0.4225 2.8240 -0.7294
H 1.9445 7.1413 -2.1054
H 2.7243 9.3408 -1.8368
H 5.1726 9.8226 -1.6109
H 6.7762 7.8657 -1.9163
H 5.8443 5.6126 -2.3355
C -5.1138 -2.6061 -3.8875
C -4.4306 -3.7787 -3.5724
C -3.0611 -3.7426 -3.3789
C -2.3310 -2.5808 -3.4660
C -3.0197 -1.4029 -3.7920
C -4.4125 -1.4347 -4.0175
As -0.5376 -2.5497 -2.8085
C 0.2541 -4.1349 -3.6122
C 0.0705 -5.4532 -3.2361
C 0.9655 -6.4040 -3.6982
C 2.0398 -6.0663 -4.4969
C 2.1912 -4.7534 -4.9597
C 1.3001 -3.7886 -4.5029
C 1.4142 -2.3286 -4.8132
C 2.3126 -1.7159 -5.6917
C 2.2536 -0.3325 -5.8842
C 1.2888 0.4209 -5.2771
C 0.4010 -0.1536 -4.3824
C 0.4859 -1.5262 -4.1437
H -6.1669 -2.6564 -3.9706
H -4.9595 -4.7182 -3.4435
H -2.5474 -4.6577 -3.1428
H -2.4941 -0.4576 -3.8140
H -4.9676 -0.5322 -4.2379
H -0.7410 -5.7697 -2.5682
H 0.8313 -7.4211 -3.3504
H 2.7906 -6.7916 -4.8454
H 2.9927 -4.4346 -5.6407
H 3.0424 -2.3233 -6.2021
H 2.9756 0.0929 -6.5735
H 1.1739 1.4644 -5.5629
H -0.2998 0.4475 -3.7733

Calculated values
net charge: -1
LUMO energy (alpha / beta): 1.823 / 1.805 eV



| no. | largest force on an atom (Eh/bohr) | electronic energy (Eh) |
| --- | --- | --- |
| 1 | 0.1461 | -2560.11667 |
| 2 | 0.2865 | -1526.09014 |
| 3 | 0.0897 | -966.16338 |
| 4 | 0.1086 | -1138.53241 |
| 5 | 0.0409 | -682.97180 |
| 6 | 0.0961 | -3180.21252 |
| 7 | 0.0388 | -327.04028 |
| 8 | 0.0455 | -288.94778 |
| 9 | 0.0587 | -7300.84448 |